C44H37LiN3O5P2S as an isolated structure, computed with wB97M-V/def2-TZVPD.

XYZ file:
```
93
Properties=species:S:1:pos:R:3:forces:R:3:mulliken_charge:R:1
Li -0.422784 -1.056113 -1.145947 -0.27 0.09 -0.18 0.57
O -1.237191 -2.394478 -0.274915 0.15 -0.47 0.59 -0.04
N -1.902315 -3.398139 -0.756607 -0.15 -0.26 -0.52 0.05
C -1.902253 -4.559772 -0.096500 -0.02 -0.75 0.38 -0.17
C -2.547396 -5.674195 -0.576055 -0.02 0.07 -0.02 -0.95
C -3.230974 -5.577946 -1.790176 0.02 0.01 0.04 -0.19
C -3.257238 -4.374340 -2.443385 -0.02 -0.32 0.10 -0.82
C -2.579710 -3.250332 -1.940385 -0.19 0.04 -0.17 0.44
S -2.567198 -1.773660 -2.728736 0.14 0.82 -0.35 -0.41
H -1.340369 -4.550844 0.825059 0.04 0.09 0.02 0.47
H -2.524539 -6.596103 -0.017576 0.08 -0.03 0.10 0.40
H -3.722100 -6.442675 -2.214095 -0.09 -0.03 0.01 0.36
H -3.789122 -4.244898 -3.374383 0.04 0.01 -0.01 0.43
O 0.867185 1.874539 -0.850318 0.03 0.29 -0.16 0.06
C 1.006726 2.181930 -2.016469 -0.08 0.63 -0.04 -0.96
C 1.560929 1.387364 -3.088184 0.13 -0.58 -0.16 1.27
C 2.064398 2.048430 -4.195089 0.16 0.05 -0.25 -0.41
C 2.707041 1.366527 -5.220317 -0.48 -0.51 1.12 -0.63
C 2.865151 -0.032920 -5.128172 0.00 0.16 -0.14 -0.37
C 2.339564 -0.709128 -4.076983 0.03 -0.16 0.14 -1.04
C 1.611365 -0.058184 -3.022145 0.06 0.23 -0.30 -0.66
O 1.023345 -0.716641 -2.136590 0.14 -0.19 -0.37 0.78
N 3.203677 2.058168 -6.334425 0.37 0.59 -0.77 1.00
O 2.985325 3.263183 -6.428531 0.03 0.00 -0.01 -0.67
O 3.838301 1.433682 -7.180135 -0.03 0.02 0.00 -0.68
H 0.713046 3.206272 -2.340332 0.06 0.00 0.04 0.19
H 1.998987 3.125529 -4.255964 -0.09 0.09 -0.02 0.58
H 3.386112 -0.541897 -5.925702 0.01 -0.05 0.01 0.50
H 2.428186 -1.783128 -4.006971 -0.01 -0.10 -0.01 0.46
C -1.075436 0.694833 2.508274 -0.33 -0.26 -0.33 -2.07
N 0.127553 1.419639 2.205862 -0.02 0.23 0.20 1.68
C 1.323691 0.615658 2.217869 0.20 -0.25 -0.23 -1.91
P 1.494120 -0.327057 0.593950 0.63 -0.49 1.03 2.66
C 3.252108 0.088902 0.260025 -0.03 0.05 -0.21 1.06
C 3.616044 1.434535 0.246903 -0.04 -0.03 0.01 -0.37
C 4.900716 1.823200 -0.077954 0.11 0.13 -0.01 -1.06
C 5.852681 0.873497 -0.407915 0.08 0.00 -0.03 -0.60
C 5.503344 -0.465721 -0.407256 0.16 -0.02 -0.07 -0.81
C 4.216249 -0.856933 -0.080797 -0.10 -0.02 0.02 -0.79
C 1.770344 -2.057736 1.169181 0.00 0.05 0.02 0.15
C 2.077493 -2.491006 2.452885 0.01 0.06 0.10 -0.74
C 2.208934 -3.842052 2.734333 0.04 -0.09 0.20 -0.86
C 2.080973 -4.780095 1.726998 -0.03 -0.14 0.02 -0.70
C 1.807841 -4.361389 0.435675 0.12 -0.13 -0.06 -0.78
C 1.641755 -3.016855 0.165650 -0.03 -0.01 0.03 -0.21
C 0.223279 2.723630 2.727477 0.01 0.41 0.12 -0.98
C -0.022525 3.007119 4.068914 0.03 -0.13 -0.07 -0.08
C 0.023191 4.311211 4.525643 -0.04 0.10 0.12 -0.86
C 0.304382 5.345196 3.648329 0.02 0.13 0.05 -0.46
C 0.563083 5.067058 2.315031 0.06 0.15 0.08 -1.24
C 0.532207 3.764035 1.856847 0.00 -0.09 0.04 0.55
P -1.684749 0.034364 0.862809 -0.61 0.73 0.49 0.86
C -2.212512 1.599141 0.058603 0.01 0.01 0.05 0.68
C -2.756318 2.701122 0.710569 0.00 -0.07 -0.05 -0.17
C -3.150620 3.816868 -0.005358 -0.06 0.15 0.12 -0.78
C -3.005704 3.853567 -1.382071 -0.01 0.02 -0.09 -0.69
C -2.465936 2.763014 -2.042831 -0.08 0.03 -0.11 -0.76
C -2.080304 1.643732 -1.325864 0.01 0.04 0.14 -0.55
C -3.320953 -0.568152 1.417472 0.07 -0.24 -0.16 0.41
C -3.400841 -1.386723 2.542176 0.12 0.05 -0.05 -0.44
C -4.603788 -1.943074 2.933116 -0.12 -0.11 0.13 -0.76
C -5.750069 -1.707865 2.192914 -0.07 -0.02 0.02 -0.47
C -5.680312 -0.910292 1.062292 -0.15 -0.03 -0.01 -0.75
C -4.478625 -0.345055 0.676120 0.09 0.05 -0.04 -0.41
H -1.822326 1.352910 2.960592 0.08 -0.13 -0.01 0.58
H -0.886973 -0.147120 3.194255 -0.07 0.11 0.00 0.44
H 1.281576 -0.092054 3.059705 0.11 0.08 -0.01 0.09
H 2.193975 1.260829 2.358304 -0.12 -0.11 -0.03 0.63
H 2.875063 2.183294 0.484137 -0.02 0.12 0.01 0.30
H 5.161552 2.872409 -0.078777 0.00 0.09 -0.01 0.45
H 6.856176 1.176976 -0.671003 0.07 0.01 -0.01 0.37
H 6.243141 -1.211265 -0.666504 0.01 -0.07 -0.01 0.43
H 3.967161 -1.908927 -0.084562 -0.01 -0.02 -0.01 0.34
H 2.241363 -1.782565 3.254085 -0.05 0.02 0.01 0.43
H 2.418143 -4.167037 3.746265 0.05 0.03 0.02 0.40
H 2.198796 -5.832861 1.945002 0.00 -0.06 0.02 0.37
H 1.734579 -5.088459 -0.359659 -0.08 -0.05 -0.11 0.44
H 1.413709 -2.689547 -0.837109 -0.01 -0.03 -0.16 0.35
H -0.246306 2.199718 4.753477 -0.05 -0.08 0.02 0.44
H -0.161421 4.521426 5.571004 -0.03 0.02 0.04 0.39
H 0.319583 6.365616 4.004536 0.01 0.07 0.02 0.39
H 0.771597 5.875726 1.628391 0.03 0.04 -0.06 0.44
H 0.704232 3.521777 0.819881 -0.03 -0.06 -0.17 0.56
H -2.894253 2.700553 1.782083 0.02 -0.04 0.12 0.34
H -3.578459 4.662118 0.516778 -0.01 0.06 0.03 0.41
H -3.324260 4.725609 -1.936274 0.01 0.06 -0.05 0.36
H -2.348531 2.777831 -3.117070 -0.01 0.00 -0.09 0.50
H -1.675870 0.786552 -1.847137 -0.02 0.01 -0.10 0.41
H -2.507315 -1.602215 3.110552 0.06 -0.07 0.07 0.27
H -4.648518 -2.570309 3.813837 0.02 -0.04 0.04 0.39
H -6.689736 -2.152959 2.489779 -0.06 -0.01 0.02 0.37
H -6.570816 -0.734819 0.474251 -0.03 0.02 -0.06 0.41
H -4.433306 0.266253 -0.214663 -0.01 0.01 -0.05 0.39
```
Forces are in eV/Å.

Properties
Total charge: -1
E (Ha): -3327.801696
Kohn-Sham gap (eV): 6.94
Energy relative to the best compared isomer or geometry (same formula, charge and spin) (kJ/mol): 112.6

=====

C44H37N2OP2S2Tl as an isolated structure, computed with wB97M-V/def2-TZVPD.

XYZ file:
```
89
Properties=species:S:1:pos:R:3:forces:R:3:mulliken_charge:R:1
Tl -0.696021 2.104846 -2.085059 -0.03 -0.04 -0.04 0.86
S -0.567127 1.310303 -5.946940 0.02 0.01 -0.01 -0.43
C 0.858786 0.848864 -5.164810 0.02 -0.05 0.06 0.01
N 1.065563 0.679209 -3.882344 0.10 0.19 -0.07 0.00
C 2.344863 0.246954 -3.597199 -0.02 -0.04 0.00 -1.25
C 2.817651 -0.028790 -2.313705 0.00 0.03 0.01 0.61
C 4.123409 -0.463630 -2.156947 -0.01 0.00 0.00 -0.58
C 4.963950 -0.638819 -3.258180 0.00 0.00 -0.01 -0.59
C 4.502895 -0.374154 -4.540448 0.00 0.00 0.01 -0.46
C 3.196164 0.066527 -4.703109 0.01 -0.02 0.03 0.78
S 2.319432 0.465709 -6.144597 -0.06 0.02 -0.04 -0.36
H 2.157886 0.144178 -1.469345 0.01 -0.01 0.01 0.15
H 4.500970 -0.662849 -1.160110 -0.01 0.00 0.00 0.42
H 5.982648 -0.980079 -3.113617 0.00 0.00 0.00 0.35
H 5.150730 -0.510154 -5.398805 0.00 0.00 0.00 0.38
N -2.220541 0.428258 -1.674764 0.00 0.03 0.06 -0.91
P -2.198294 -1.073783 -1.417167 -0.01 -0.04 -0.06 1.77
C -0.933849 -2.093211 -2.271750 0.00 -0.04 0.05 0.52
C -0.628917 -1.714834 -3.576906 -0.01 -0.01 0.02 -0.71
C 0.327308 -2.408672 -4.304622 -0.01 -0.02 -0.01 -0.61
C 0.989120 -3.486457 -3.733591 0.00 0.00 0.00 -0.48
C 0.687840 -3.875479 -2.434464 -0.01 0.00 0.01 -0.85
C -0.270663 -3.181842 -1.706858 0.01 0.01 -0.02 -0.03
C -3.747936 -1.928061 -1.960621 0.01 0.03 -0.01 -0.40
C -3.886107 -3.307431 -2.088504 0.00 -0.01 0.01 -0.12
C -5.085282 -3.860644 -2.516506 0.00 0.00 0.00 -0.69
C -6.158844 -3.034561 -2.827929 0.01 0.00 0.00 -0.36
C -6.023567 -1.657070 -2.717629 0.01 -0.01 0.00 -0.63
C -4.820973 -1.108086 -2.289998 -0.01 -0.01 0.01 -0.49
C -2.051062 -1.651939 0.330340 0.01 0.07 0.00 0.27
C -3.079544 -2.280589 1.026618 0.00 -0.01 0.02 -0.69
C -2.931023 -2.611198 2.369913 0.00 0.00 -0.01 -0.62
C -1.744837 -2.323105 3.027480 0.01 -0.02 0.00 -0.78
C -0.716058 -1.679893 2.347868 0.02 -0.02 -0.02 -0.33
C -0.873267 -1.333191 1.013026 0.01 -0.03 0.01 0.22
H -1.114026 -0.846331 -4.010030 -0.01 -0.02 -0.01 0.42
H 0.575722 -2.075739 -5.306023 0.00 -0.01 0.00 0.44
H 1.756055 -4.010936 -4.292071 0.00 0.01 0.00 0.38
H 1.215092 -4.706396 -1.979306 0.00 0.00 0.00 0.36
H -0.486923 -3.476424 -0.686546 0.01 -0.01 0.00 0.41
H -3.045775 -3.953956 -1.858415 0.00 0.01 0.00 0.36
H -5.181304 -4.935985 -2.615466 0.00 0.00 0.00 0.37
H -7.094083 -3.465108 -3.167610 0.00 0.00 0.00 0.35
H -6.853764 -1.009295 -2.975003 0.00 0.00 0.00 0.36
H -4.667370 -0.036375 -2.214442 0.00 0.00 0.00 0.39
H -4.008062 -2.516174 0.521650 -0.01 0.00 0.00 0.35
H -3.744147 -3.096089 2.898726 0.00 0.00 0.00 0.32
H -1.622455 -2.583960 4.073083 0.00 0.00 0.00 0.34
H 0.205245 -1.437172 2.862291 0.00 0.02 0.00 0.04
H -0.085150 -0.789460 0.497150 -0.02 0.01 0.00 0.31
O 0.889722 1.306257 -0.154803 0.00 0.01 0.10 -0.42
P 0.997865 2.066429 1.195697 0.02 -0.01 -0.11 -0.15
C 1.780778 0.815741 2.342566 -0.04 0.03 0.03 0.28
C 2.489078 -0.271649 1.833418 0.00 0.00 -0.01 -0.14
C 3.006383 -1.242093 2.677960 0.01 0.00 0.03 -0.54
C 2.821773 -1.141321 4.054209 0.02 -0.01 -0.01 -0.57
C 2.115410 -0.064947 4.573677 -0.02 0.02 -0.02 -0.57
C 1.592867 0.901065 3.719394 0.01 -0.02 0.00 -0.35
C 2.564944 3.068607 1.036600 0.01 -0.05 0.00 0.23
C 3.071982 3.819695 2.097163 -0.01 0.01 -0.02 -0.55
C 4.221786 4.579843 1.947968 0.00 0.00 0.00 -0.50
C 4.882096 4.611585 0.723197 0.00 0.00 0.00 -0.42
C 4.378835 3.879106 -0.342748 -0.02 0.00 0.01 -0.68
C 3.226393 3.116248 -0.186933 0.02 -0.01 0.00 -0.30
C -2.458083 2.352329 2.750409 -0.01 0.00 -0.04 0.24
C -2.345742 3.670578 3.181818 0.02 -0.01 0.02 -0.33
C -2.032950 3.971190 4.501044 0.01 0.00 0.01 -0.64
C -1.826946 2.951689 5.419744 -0.01 0.00 -0.01 -0.36
C -1.937886 1.630411 5.002307 0.00 0.00 0.01 -0.57
C -2.249579 1.337249 3.683788 -0.02 -0.02 -0.04 0.25
H 2.605441 -0.354857 0.757967 -0.01 0.01 -0.01 0.24
H 3.545856 -2.087196 2.265062 0.00 0.00 0.00 0.40
H 3.214529 -1.906425 4.714337 0.00 0.00 0.00 0.32
H 1.952378 0.011138 5.643480 0.00 0.00 0.00 0.37
H 1.000186 1.718265 4.119901 0.00 -0.01 0.01 0.37
H 2.557781 3.802624 3.054304 0.00 0.00 0.00 0.33
H 4.606847 5.151238 2.786047 0.00 0.00 0.00 0.37
H 5.780475 5.206714 0.603277 0.00 0.00 0.00 0.34
H 4.884016 3.896034 -1.301911 0.00 0.00 0.00 0.41
H 2.826532 2.538188 -1.012589 0.00 0.00 0.00 0.36
H -2.474955 4.470438 2.462011 0.00 0.00 0.00 0.35
H -1.933713 5.006090 4.808239 0.00 0.00 0.00 0.35
H -1.571403 3.182919 6.447254 0.00 0.00 0.00 0.36
H -1.762699 0.823329 5.704751 0.00 -0.01 -0.01 0.39
H -2.307983 0.305518 3.354629 -0.01 0.03 0.03 0.27
C -2.769017 2.016655 1.319921 0.03 0.05 0.02 -0.62
H -2.800785 2.910607 0.697696 -0.01 0.03 0.00 0.25
H -3.730317 1.505616 1.226895 0.02 -0.03 0.01 0.44
H -2.016247 1.358169 0.885546 -0.01 -0.04 0.00 -0.35
```
Forces are in eV/Å.

Properties
Total charge: -2
E (Ha): -3535.349185
Kohn-Sham gap (eV): 6.29
Energy relative to the best compared isomer or geometry (same formula, charge and spin) (kJ/mol): 12.8